1.
Molecular formula: C24H43ClP2Re
Method: DFT, ωB97M-V/def2-TZVPD

Output
- relative energy (zero: lowest compared OMol25 entry of this formula, charge and spin) (kcal/mol) = 94.77
- spin multiplicity = 4
- net charge = +2
- E_LUMO (alpha / beta) (Ha) = -0.28620 / -0.32280
- HOMO (alpha / beta) (eV) = -14.01 / -13.96
- orbital gap (alpha / beta) (eV) = 6.2 / 5.2

Positions of all 71 atoms, in Å:
Re1 -0.20 -1.04 -0.16
C1 -0.48 -2.30 1.50
C2 0.90 -2.36 1.06
C3 0.70 -0.61 2.61
C4 -0.61 -1.06 2.26
C5 1.63 -1.35 1.87
C6 -1.46 -3.44 1.48
H1 -1.19 -4.11 0.66
H2 -2.49 -3.10 1.36
H3 -1.42 -4.00 2.43
C7 -1.88 -0.55 2.88
H4 -2.74 -0.62 2.20
H5 -1.81 0.49 3.21
H6 -2.12 -1.17 3.75
C8 0.96 0.36 3.71
H7 0.60 -0.01 4.68
H8 0.45 1.31 3.57
H9 2.02 0.57 3.85
C9 3.12 -1.29 1.94
H10 3.50 -2.00 2.71
H11 3.51 -0.29 2.20
H12 3.59 -1.60 0.99
C10 1.52 -3.53 0.37
H13 1.90 -4.27 1.07
H14 2.36 -3.19 -0.25
H15 0.77 -4.00 -0.26
C11 -1.75 0.33 -3.02
C12 -1.92 -0.99 -2.98
C13 -1.01 -2.06 -3.47
C14 0.45 -1.79 -3.13
C15 0.57 -1.05 -1.82
C16 0.81 0.37 -1.85
C17 0.62 1.22 -3.13
C18 -0.74 1.08 -3.82
H16 -1.09 -2.18 -4.57
H17 0.91 -1.23 -3.95
H18 -1.32 -3.01 -3.01
H19 -0.59 0.62 -4.82
H20 -2.60 0.93 -2.71
H21 -2.92 -1.35 -2.77
H22 -1.14 2.10 -3.99
H23 0.75 2.28 -2.83
H24 1.62 0.85 -1.24
H25 1.42 1.06 -3.89
H26 0.98 -2.74 -2.99
H27 1.30 -1.65 -1.15
P1 -1.82 2.35 1.08
P2 1.56 2.05 0.80
C19 -0.85 2.88 -0.44
C20 0.60 3.31 -0.17
H28 -1.43 3.70 -0.88
H29 -0.90 2.06 -1.20
H30 1.13 3.49 -1.11
H31 0.61 4.21 0.44
C21 1.85 3.03 2.28
H32 2.63 2.53 2.85
H33 0.92 3.10 2.86
H34 2.16 4.02 1.95
C22 3.29 1.82 0.25
H35 3.59 2.62 -0.44
H36 3.45 0.86 -0.25
H37 3.96 1.85 1.12
C23 -3.38 2.07 0.13
H38 -3.86 1.14 0.47
H39 -3.19 1.98 -0.95
H40 -4.05 2.94 0.32
C24 -2.09 -1.45 -0.41
H41 -2.32 -2.13 -1.20
H42 -2.42 -0.42 -0.69
H43 -2.75 -1.68 0.47
Cl1 -2.19 4.04 2.15

---

2.
Molecular formula: C20H21NO4
Method: DFT, ωB97M-V/def2-TZVPD

Output
- relative energy (zero: lowest compared OMol25 entry of this formula, charge and spin) (kcal/mol) = 39.17
- spin multiplicity = 1
- E_LUMO (Ha) = 0.02664
- HOMO (eV) = -8.46
- SMILES = COc1ccc(N2C(=O)C[C@@H](c3ccc(OC(C)C)cc3)C2=O)cc1
- orbital gap (eV) = 9.2

Positions of all 46 atoms, in Å:
C1 -6.09 -3.01 -0.02
H1 -5.46 -3.46 0.75
O1 -6.19 -1.61 0.14
C2 -5.05 -0.87 0.07
C3 -5.22 0.51 0.24
C4 -4.14 1.36 0.17
C5 -2.87 0.85 -0.05
C6 -2.69 -0.51 -0.22
C7 -3.78 -1.37 -0.16
H2 -3.61 -2.43 -0.30
H3 -1.71 -0.91 -0.40
N1 -1.75 1.72 -0.12
C8 -0.78 1.63 -1.10
O2 -0.81 0.88 -2.04
C9 0.32 2.63 -0.76
C10 1.51 1.82 -0.31
C11 1.45 1.05 0.85
C12 2.53 0.29 1.25
C13 3.70 0.27 0.49
C14 3.77 1.05 -0.66
C15 2.68 1.81 -1.06
H4 2.75 2.40 -1.96
H5 4.68 1.06 -1.24
O3 4.80 -0.44 0.92
C16 4.95 -1.77 0.44
C17 5.15 -1.83 -1.08
H6 5.97 -1.17 -1.37
H7 5.40 -2.84 -1.37
H8 4.25 -1.52 -1.59
C18 3.79 -2.68 0.86
H9 2.87 -2.37 0.37
H10 3.65 -2.63 1.94
H11 4.01 -3.70 0.58
H12 5.86 -2.10 0.94
H13 2.48 -0.30 2.15
H14 0.55 1.04 1.45
C19 -0.28 3.48 0.35
C20 -1.53 2.74 0.79
O4 -2.22 2.98 1.75
H15 0.39 3.63 1.20
H16 -0.58 4.47 -0.01
H17 0.59 3.20 -1.65
H18 -4.28 2.42 0.31
H19 -6.22 0.89 0.42
H20 -7.10 -3.39 0.07
H21 -5.69 -3.27 -1.01

---

3.
Molecular formula: C4H8O2
Method: DFT, ωB97M-V/def2-TZVPD

Output
- relative energy (zero: lowest compared OMol25 entry of this formula, charge and spin) (kcal/mol) = 65.02
- spin multiplicity = 1
- E_LUMO (Ha) = 0.02823
- HOMO (eV) = -9.85
- SMILES = OC[C@H]1C[C@H]1O
- orbital gap (eV) = 10.6

Positions of all 14 atoms, in Å:
O1 -1.67 1.11 0.49
C1 -1.34 -0.26 0.46
C2 0.15 -0.35 0.83
C3 1.09 -1.04 -0.29
C4 0.97 0.43 -0.11
O2 0.43 1.41 -0.97
H1 -1.01 1.50 -0.12
H2 -1.51 -0.69 -0.54
H3 -2.04 -0.77 1.14
H4 0.26 -0.17 1.91
H5 0.44 -1.64 -0.92
H6 2.14 -1.40 -0.40
H7 1.87 0.81 0.37
H8 0.22 1.05 -1.84

---

4.
Molecular formula: Cu2H12O26S5Zn2
Method: DFT, ωB97M-V/def2-TZVPD

Output
- spin multiplicity = 4
- net charge = -3
- E_LUMO (alpha / beta) (Ha) = 0.18541 / 0.12482
- HOMO (alpha / beta) (eV) = 0.31 / 0.31
- orbital gap (alpha / beta) (eV) = 4.7 / 3.1

Positions of all 47 atoms, in Å:
Zn1 2.88 -0.54 -2.46
Zn2 -1.99 0.93 1.11
Cu1 -0.08 -3.57 -2.11
Cu2 2.87 -2.45 1.32
S1 -3.82 0.59 -1.66
O1 -4.52 -0.63 -2.00
O2 -4.79 1.65 -1.36
O3 -2.98 0.44 -0.50
O4 -2.88 1.00 -2.69
S2 4.63 0.10 0.27
O5 4.64 1.50 0.62
O6 5.98 -0.44 0.07
O7 3.85 -0.63 1.25
O8 3.91 -0.10 -0.95
S3 0.09 2.17 3.45
O9 -0.18 3.58 3.34
O10 -0.81 1.42 2.57
O11 1.46 1.88 3.01
O12 0.00 1.71 4.83
S4 0.26 -1.21 -4.41
O13 1.66 -1.12 -3.99
O14 -0.54 -0.11 -3.87
O15 0.27 -1.06 -5.86
O16 -0.25 -2.45 -3.90
S5 0.39 -0.73 -0.36
O17 1.07 -1.38 0.76
O18 -0.44 0.42 0.11
O19 1.34 -0.25 -1.35
O20 -0.44 -1.84 -0.98
O21 0.06 -1.18 3.25
H1 0.26 -1.26 2.32
H2 -0.12 -0.24 3.38
O22 1.94 1.95 0.32
H3 1.54 1.20 -0.14
H4 1.38 2.09 1.08
O23 -2.37 -1.16 1.79
H5 -2.54 -1.56 0.94
H6 -2.01 -1.86 2.32
O24 -0.18 2.01 -1.97
H7 0.50 2.64 -1.72
H8 -0.35 1.52 -1.17
O25 -1.88 2.86 0.37
H9 -2.35 3.04 -0.44
H10 -1.91 3.69 0.85
O26 -1.32 -3.90 1.73
H11 -0.61 -3.94 1.09
H12 -1.67 -4.79 1.74

---

no.,total energy (Ha)
1,-2160.62938
2,-1130.46653
3,-307.60882
4,-10793.94457